Entry 1:
Entry from the Open Molecules 2025 dataset: a cluster of 2 separate species, C23H28BrN4O in total in a non-equilibrium geometry (ωB97M-V/def2-TZVPD).

XYZ file:
```
57
Properties=species:S:1:pos:R:3:nbo_charge:R:1
C -0.32934 3.62991 1.05814 -0.2619
C 1.47245 -0.43722 2.80814 0.1569
H -3.51578 -0.93753 -3.62946 0.2187
C 0.66294 0.69397 2.77591 -0.2641
C 1.96851 -1.03707 4.09815 -0.4981
C 0.19816 1.22664 1.58624 0.3604
H 2.42917 1.77581 6.04824 0.2182
H 1.89654 -2.22523 -0.65969 0.2405
C -5.41171 -0.47507 -2.65226 -0.0859
C 2.65534 0.95939 5.38093 -0.3562
H -7.51873 -0.41155 -2.51830 0.4128
C -1.12327 0.36469 -1.43695 0.4997
C 1.31847 -0.49422 0.39864 0.3239
C -5.42963 -1.42696 -4.68803 -0.2943
H 5.49952 -2.45959 -2.11681 0.2078
N 0.53983 0.61949 0.41061 -0.3194
H -5.11475 -1.86329 -5.62076 0.2231
H 0.83692 1.11986 -1.62787 0.2610
C -1.86181 2.39222 2.35982 -0.2259
H 2.81392 0.40037 -1.91220 0.2051
H 1.17265 -0.34304 6.07548 0.2203
H -0.26234 2.16795 -0.79301 0.2793
H 1.30693 -1.88495 4.28957 0.2552
H 4.36952 -2.53741 -0.77691 0.1673
H -5.18561 -0.02756 -1.70065 0.1983
H -0.88748 5.66074 0.65784 0.2160
H 4.23615 -4.19787 -3.18233 0.3630
H 0.60605 3.71887 0.51846 0.2205
H -2.18347 1.49915 2.87036 0.2337
N -2.30942 4.70583 1.81576 -0.3633
H 2.77071 -2.07310 -3.06928 0.2070
H 2.38968 -1.91734 1.58068 0.2457
H 0.86283 -1.19598 -1.59554 0.2392
H -3.53105 3.53574 2.98173 0.2094
C -1.15718 4.73375 1.13964 0.0520
C 1.68115 -1.18356 -0.88035 -0.4616
N 4.14632 -4.02859 -2.19060 -0.8200
C 1.78619 -1.02388 1.59105 -0.2458
C -4.59331 -0.94286 -3.64584 -0.3149
C 1.88430 -0.11899 5.29396 -0.2010
C -6.72599 -1.23657 -4.29205 -0.0707
C 2.96136 -0.59866 -1.50673 -0.3805
H -7.65642 -1.46108 -4.78419 0.2157
N -6.70678 -0.65988 -3.05203 -0.5044
H 3.21094 -4.25933 -1.88686 0.3467
C -2.61181 3.55766 2.40956 0.0522
H 4.16637 -0.97302 -3.21503 0.2242
H 3.52358 1.03902 4.73821 0.1945
C 3.56737 -1.56622 -2.52890 -0.4289
O -1.16030 0.07450 -2.56546 -0.4514
H 3.67594 -0.49809 -0.68611 0.2044
C 0.06412 1.13879 -0.87278 -0.3475
C -0.66878 2.42223 1.65037 -0.0917
C 4.46182 -2.64766 -1.86004 -0.2156
Br -2.55213 -0.05783 -0.21661 0.0203
H 0.38567 1.18138 3.69309 0.2621
H 2.97567 -1.41674 3.93306 0.2481
```

## Properties
DFT total energy (hartree): -3761.2329
Molar mass (g/mol): 456.41
HOMO (Eh): -0.3645
Total charge: +1
Strongest force on any atom (hartree/bohr): 0.02790



Entry 2:
Entry from the Open Molecules 2025 dataset: an isolated molecule of C23H28ClN3O3 (ωB97M-V/def2-TZVPD).

XYZ file:
```
58
Properties=species:S:1:pos:R:3:nbo_charge:R:1
H -3.09827 -1.87478 -2.29588 0.2199
O 1.21760 1.39095 -2.12468 -0.5357
H 2.03546 2.44301 -0.53538 0.1813
H -1.49441 -2.22487 1.66431 0.2244
H 1.50844 0.54597 1.77750 0.2101
C 0.07225 2.14938 2.05745 -0.3950
N -0.26973 0.06158 0.85954 -0.6449
C -0.75526 -1.53198 -0.90113 -0.1630
C 0.43526 0.67014 1.96989 -0.0412
C 1.72677 2.58179 -1.57541 -0.2505
H -0.91540 1.82507 -3.42446 0.2400
C -3.55987 -2.71255 1.35975 0.0442
C -2.10955 -1.95764 -0.38107 0.0379
H 0.54744 0.13073 5.38514 0.2103
H 0.38114 -1.08401 3.21464 0.2203
O -2.27664 0.75144 -0.85440 -0.6432
H -0.25993 -2.42376 -1.30522 0.2495
H 0.31957 2.64990 1.11947 0.2049
H -2.55781 2.17912 -2.81067 0.2497
H 4.07824 -2.98146 -2.28038 0.2162
C -1.85817 1.39190 -3.09193 -0.4641
H -0.60780 2.21846 4.73023 0.1942
C 0.81618 0.62994 4.45233 -0.3975
C 4.06131 -0.91726 -1.71744 -0.1719
H 1.88242 2.75429 3.05237 0.1934
H 2.57190 2.96286 -2.15804 0.1810
C -2.30381 -2.28885 0.95458 -0.2603
H -0.98980 0.01530 3.44404 0.1958
C 3.32939 0.25686 -1.66354 -0.3125
N -0.87022 -0.58226 -2.00781 -0.4246
C 0.46101 2.11142 4.53256 -0.3962
O 1.23635 -1.57734 0.45996 -0.6324
C 0.01969 -0.85124 -3.12546 -0.2177
H 5.07246 -0.92502 -1.33962 0.2153
C 2.20367 -2.04295 -2.70701 -0.1663
C -1.67067 0.48658 -1.88522 0.6933
H 1.76029 -2.94132 -3.11239 0.2100
C -4.40374 -2.52610 -0.72897 0.0442
H -3.74884 -2.97454 2.39267 0.1910
C -3.19116 -2.09989 -1.24432 -0.2533
N -4.59257 -2.82556 0.54429 -0.4207
H -1.00659 2.23715 2.20651 0.1989
Cl -2.58610 0.50004 -4.45489 -0.0522
H 0.90826 3.29982 -1.61590 0.1989
C 0.80441 2.81141 3.22125 -0.3972
C 1.45302 -0.88227 -2.65992 -0.1222
H 1.89408 0.52165 4.31331 0.1962
H 3.78532 1.14092 -1.24713 0.2192
H 0.52937 3.86656 3.27717 0.2089
H -5.26921 -2.63709 -1.36907 0.1915
H -1.17701 0.43572 0.59528 0.4402
H 1.00275 2.57972 5.35653 0.2079
H -0.09767 -0.08342 -3.88661 0.2303
C 0.18502 -1.01817 0.21674 0.6864
C 0.09056 -0.03448 3.28674 -0.4094
C 3.50720 -2.06728 -2.24281 -0.2269
C 2.02357 0.28372 -2.13106 0.3842
H -0.25018 -1.81729 -3.56643 0.2094
```

## Properties
DFT total energy (hartree): -1743.4658
SMILES string: COc1ccccc1CN(C(=O)CCl)[C@@H](C(=O)NC1CCCCC1)c1ccncc1
Molar mass (g/mol): 429.95
HOMO (Eh): -0.3230
ΔE to the lowest compared entry with this formula, charge and spin (kcal per mole): 0.0
Strongest force on any atom (hartree/bohr): 0.01108



Entry 3:
Entry from the Open Molecules 2025 dataset: a structure of composition C23H28F9O3Yb in a non-equilibrium geometry (ωB97M-V/def2-TZVPD).

XYZ file:
```
64
Properties=species:S:1:pos:R:3:nbo_charge:R:1
C -0.13471 2.12518 2.09990 -0.4533
H 4.42184 4.52572 -2.83107 0.2104
C 3.87293 0.52879 1.32259 -0.3900
C 3.89515 5.34745 -2.34933 -0.6237
F -3.22971 0.32081 -0.02755 -0.3077
H -0.35988 3.65659 -0.87191 0.2519
O -0.52266 -0.23846 -0.28301 -0.8560
C 1.67200 6.48336 -2.08631 -0.6230
H 0.10598 -1.22586 -5.35452 0.2123
C -2.71230 -0.63636 0.77263 0.9586
H 1.82391 0.98545 -4.48210 0.2056
H 2.63605 2.96957 -3.92179 0.1759
C -1.69029 -2.27332 -0.97065 0.9707
H 2.83724 5.24821 -4.86950 0.2141
H 1.60901 6.50902 -0.99667 0.2160
H 0.90595 1.70929 -2.40853 0.1942
C 3.06048 -0.59060 1.67774 -0.4368
H 3.61912 -1.07803 -1.61594 0.2399
C -0.07296 3.28866 0.10959 -0.3249
H -1.75892 -0.65080 -3.92488 0.1779
F -3.69687 -1.55808 0.97444 -0.3170
C -0.70254 -1.95654 1.41135 0.9621
C 2.40700 5.28570 -2.64856 0.2684
H 0.67511 6.59950 -2.51990 0.2144
F -2.29665 -3.41650 -0.54453 -0.3198
H 1.12316 5.56018 -4.48088 0.2143
F -0.53725 -2.63687 -1.58400 -0.3193
C 0.35907 0.87065 -2.93411 -0.0944
C 4.17811 0.44820 -0.05970 -0.3050
H 0.13266 0.32754 -6.10203 0.2058
F -0.00872 -0.99660 2.14167 -0.3272
H -1.66719 1.81156 0.48759 0.2594
C -0.76797 2.29784 0.83934 -0.3261
H 4.07620 5.26633 -1.26625 0.2180
C 1.80632 3.64288 -3.65980 -0.0761
C 0.96114 3.03010 2.15733 -0.3884
C 1.07665 0.27494 -4.12548 -0.4458
H 2.64836 -0.82952 2.67833 0.2572
O -0.99923 1.25328 -3.48251 -0.5473
H 1.64455 4.61544 0.70675 0.2305
H 1.51661 -0.64199 -3.76809 0.2095
F -2.48622 -0.04221 1.99364 -0.3324
H 0.81258 3.20069 -3.84378 0.2106
H 1.70171 3.10029 2.95119 0.2368
F -1.48817 -2.58946 2.31552 -0.3014
C -0.00391 -0.15810 -5.12315 -0.4299
C 2.77241 -1.31553 0.46129 -0.3769
H 4.83971 1.09645 -0.63875 0.2391
C 3.49972 -0.67444 -0.60079 -0.3054
H 2.25632 7.36123 -2.36278 0.2130
H 0.32862 0.00751 -2.16653 0.2152
F -2.49374 -1.73143 -1.93027 -0.3197
C 2.04158 5.07252 -4.13510 -0.4664
O 1.91546 3.98219 -2.19601 -0.5673
C 0.97282 3.78557 0.93148 -0.2822
C -1.34848 0.22138 -4.47065 -0.0760
Yb 1.39389 0.91762 0.62573 1.8527
H 4.29914 6.29793 -2.69936 0.2093
H -0.36382 1.37379 2.85200 0.2525
C -1.35609 -1.21127 0.18868 0.0574
F 0.21321 -2.87787 1.00448 -0.3175
H 2.16078 -2.22441 0.38218 0.2619
H -2.11076 0.52475 -5.20257 0.1972
H 4.11708 1.34575 2.00004 0.2441
```

## Properties
DFT total energy (hartree): -3176.3669
Molar mass (g/mol): 696.50
HOMO (alpha / beta) (Eh): -0.3171 / -0.3170
Strongest force on any atom (hartree/bohr): 0.04570
2S+1: 2



The lowest strongest force on any atom belongs to which entry? C23H28ClN3O3



Copy entry 1 word for word.
Entry from the Open Molecules 2025 dataset: a cluster of 2 separate species, C23H28BrN4O in total in a non-equilibrium geometry (ωB97M-V/def2-TZVPD).

XYZ file:
```
57
Properties=species:S:1:pos:R:3:nbo_charge:R:1
C -0.32934 3.62991 1.05814 -0.2619
C 1.47245 -0.43722 2.80814 0.1569
H -3.51578 -0.93753 -3.62946 0.2187
C 0.66294 0.69397 2.77591 -0.2641
C 1.96851 -1.03707 4.09815 -0.4981
C 0.19816 1.22664 1.58624 0.3604
H 2.42917 1.77581 6.04824 0.2182
H 1.89654 -2.22523 -0.65969 0.2405
C -5.41171 -0.47507 -2.65226 -0.0859
C 2.65534 0.95939 5.38093 -0.3562
H -7.51873 -0.41155 -2.51830 0.4128
C -1.12327 0.36469 -1.43695 0.4997
C 1.31847 -0.49422 0.39864 0.3239
C -5.42963 -1.42696 -4.68803 -0.2943
H 5.49952 -2.45959 -2.11681 0.2078
N 0.53983 0.61949 0.41061 -0.3194
H -5.11475 -1.86329 -5.62076 0.2231
H 0.83692 1.11986 -1.62787 0.2610
C -1.86181 2.39222 2.35982 -0.2259
H 2.81392 0.40037 -1.91220 0.2051
H 1.17265 -0.34304 6.07548 0.2203
H -0.26234 2.16795 -0.79301 0.2793
H 1.30693 -1.88495 4.28957 0.2552
H 4.36952 -2.53741 -0.77691 0.1673
H -5.18561 -0.02756 -1.70065 0.1983
H -0.88748 5.66074 0.65784 0.2160
H 4.23615 -4.19787 -3.18233 0.3630
H 0.60605 3.71887 0.51846 0.2205
H -2.18347 1.49915 2.87036 0.2337
N -2.30942 4.70583 1.81576 -0.3633
H 2.77071 -2.07310 -3.06928 0.2070
H 2.38968 -1.91734 1.58068 0.2457
H 0.86283 -1.19598 -1.59554 0.2392
H -3.53105 3.53574 2.98173 0.2094
C -1.15718 4.73375 1.13964 0.0520
C 1.68115 -1.18356 -0.88035 -0.4616
N 4.14632 -4.02859 -2.19060 -0.8200
C 1.78619 -1.02388 1.59105 -0.2458
C -4.59331 -0.94286 -3.64584 -0.3149
C 1.88430 -0.11899 5.29396 -0.2010
C -6.72599 -1.23657 -4.29205 -0.0707
C 2.96136 -0.59866 -1.50673 -0.3805
H -7.65642 -1.46108 -4.78419 0.2157
N -6.70678 -0.65988 -3.05203 -0.5044
H 3.21094 -4.25933 -1.88686 0.3467
C -2.61181 3.55766 2.40956 0.0522
H 4.16637 -0.97302 -3.21503 0.2242
H 3.52358 1.03902 4.73821 0.1945
C 3.56737 -1.56622 -2.52890 -0.4289
O -1.16030 0.07450 -2.56546 -0.4514
H 3.67594 -0.49809 -0.68611 0.2044
C 0.06412 1.13879 -0.87278 -0.3475
C -0.66878 2.42223 1.65037 -0.0917
C 4.46182 -2.64766 -1.86004 -0.2156
Br -2.55213 -0.05783 -0.21661 0.0203
H 0.38567 1.18138 3.69309 0.2621
H 2.97567 -1.41674 3.93306 0.2481
```

## Properties
DFT total energy (hartree): -3761.2329
Molar mass (g/mol): 456.41
HOMO (Eh): -0.3645
Total charge: +1
Strongest force on any atom (hartree/bohr): 0.02790



What is the DFT total energy in the second record? -1743.4658 hartree